Model P:
The following is a quantum chemistry calculation of a 10-piece molecular cluster, C32H90N6O14 overall, from the Open Molecules 2025 dataset.

ORCA input file:
```
! wB97M-V def2-TZVPD RIJCOSX def2/J DEFGRID3
* xyz 0 1
C -5.070 -7.469 22.242
C -6.111 -6.276 21.941
C -7.491 -6.803 21.287
O -7.304 -7.558 20.045
C -6.908 -6.720 19.018
N -6.451 -5.674 23.193
H -4.183 -7.084 22.746
H -4.795 -7.988 21.324
H -5.559 -8.235 22.844
H -5.701 -5.487 21.310
H -8.148 -5.950 21.118
H -7.959 -7.461 22.019
H -5.940 -6.268 19.236
H -7.680 -5.974 18.829
H -6.804 -7.348 18.133
H -6.669 -6.382 23.879
H -5.547 -5.450 23.583
C -2.351 -2.892 27.167
C -0.856 -2.946 27.197
C -0.278 -3.162 28.545
O 1.212 -3.073 28.436
C 1.875 -3.024 29.727
N -0.385 -3.874 26.147
H -2.740 -3.755 27.708
H -2.837 -2.860 26.192
H -2.684 -2.051 27.776
H -0.591 -1.922 26.933
H -0.577 -4.034 29.126
H -0.542 -2.386 29.264
H 2.959 -3.125 29.678
H 1.604 -3.966 30.203
H 1.627 -2.179 30.370
H 0.623 -3.838 26.107
H -0.580 -3.431 25.260
C -4.442 0.480 23.229
C -4.979 1.532 22.290
C -5.885 2.510 23.033
O -6.545 3.312 22.169
C -7.196 4.439 22.761
N -3.801 2.125 21.735
H -4.254 0.866 24.231
H -3.473 0.086 22.923
H -5.107 -0.382 23.286
H -5.437 1.004 21.454
H -5.226 2.862 23.828
H -6.581 1.923 23.632
H -6.470 5.152 23.151
H -7.973 4.051 23.420
H -7.718 4.969 21.964
H -4.124 2.919 21.201
H -3.093 2.454 22.375
C -7.010 -2.520 20.054
C -6.728 -0.961 20.040
C -5.440 -0.600 19.291
O -5.500 -1.070 17.948
C -4.209 -1.302 17.426
N -7.949 -0.262 19.619
H -7.190 -2.920 19.056
H -7.881 -2.745 20.670
H -6.193 -3.066 20.524
H -6.581 -0.643 21.072
H -4.650 -1.120 19.832
H -5.338 0.481 19.197
H -4.234 -1.776 16.445
H -3.725 -1.994 18.115
H -3.662 -0.362 17.345
H -7.968 -0.505 18.639
H -7.775 0.730 19.543
C 0.627 -4.505 18.738
C -0.097 -3.680 19.796
C -1.618 -3.546 19.540
O -2.118 -4.799 19.139
C -3.397 -4.808 18.612
N 0.165 -4.356 21.038
H 0.452 -5.570 18.889
H 1.639 -4.119 18.612
H 0.147 -4.214 17.804
H 0.293 -2.667 19.900
H -1.728 -2.885 18.680
H -2.084 -3.178 20.454
H -4.174 -4.432 19.278
H -3.638 -5.848 18.393
H -3.550 -4.169 17.743
H 1.137 -4.362 21.314
H -0.102 -5.311 20.849
C 3.449 -9.249 21.088
C 2.313 -8.451 20.386
C 1.031 -8.243 21.255
O -0.007 -7.592 20.566
C -1.185 -7.295 21.361
N 2.885 -7.183 19.938
H 3.561 -8.993 22.141
H 4.413 -9.070 20.612
H 3.096 -10.279 21.139
H 1.981 -8.947 19.474
H 1.242 -7.708 22.181
H 0.590 -9.208 21.508
H -1.044 -7.082 22.420
H -1.970 -8.051 21.358
H -1.654 -6.441 20.873
H 2.177 -6.698 19.405
H 2.916 -6.683 20.816
C -1.098 0.533 20.201
C -0.291 0.352 21.464
O -0.784 1.220 22.492
O -2.487 0.102 20.255
H -0.808 -0.076 19.344
H -1.164 1.577 19.896
H 0.778 0.330 21.254
H -0.544 -0.604 21.922
H -0.174 1.223 23.233
H -2.964 0.676 20.859
C -0.934 -8.573 25.580
C -0.876 -7.080 26.052
O -1.318 -6.180 25.044
O -0.373 -9.435 26.507
H -0.385 -8.569 24.638
H -2.004 -8.746 25.465
H 0.138 -6.757 26.291
H -1.411 -7.109 27.001
H -0.981 -5.323 25.314
H -0.386 -10.337 26.179
C -8.099 -2.101 23.887
C -7.162 -2.808 24.792
O -7.218 -2.341 26.147
O -7.843 -0.726 23.810
H -9.096 -2.287 24.286
H -8.244 -2.605 22.931
H -6.171 -2.583 24.397
H -7.215 -3.889 24.918
H -7.414 -1.401 26.144
H -8.462 -0.428 23.139
C -2.520 -2.576 23.232
C -3.542 -3.688 22.930
O -3.751 -4.645 24.057
O -1.229 -3.200 23.456
H -2.715 -2.103 24.194
H -2.372 -1.862 22.422
H -3.152 -4.254 22.084
H -4.497 -3.304 22.571
H -2.872 -4.945 24.300
H -0.969 -3.555 22.603
*
```

## Properties
SMILES: COC[C@H](C)N.COC[C@H](C)N.COC[C@H](C)N.COC[C@H](C)N.COC[C@H](C)N.COC[C@H](C)N.OCCO.OCCO.OCCO.OCCO
HOMO level: -0.334 Eh
HOMO-LUMO gap: 9.45 eV

Löwdin atomic charge list, values in e, 99 entries: number 1, C, carries -0.0266; number 2, C, carries -0.3896; number 3, C, carries -0.1316; number 4, O, carries -0.1946; number 5, C, carries -0.1385; number 6, N, carries 0.0294; number 7, H, carries 0.0562; number 8, H, carries 0.0610; number 9, H, carries 0.0733; number 10, H, carries 0.0983; number 11, H, carries 0.1076; number 12, H, carries 0.1168; number 13, H, carries 0.0593; number 14, H, carries 0.0878; number 15, H, carries 0.0934; number 16, H, carries 0.0800; number 17, H, carries 0.0289; number 18, C, carries -0.0468; number 19, C, carries -0.4271; number 20, C, carries -0.1589; number 21, O, carries -0.2081; number 22, C, carries -0.1030; number 23, N, carries 0.0695; number 24, H, carries 0.0873; number 25, H, carries 0.0640; number 26, H, carries 0.0855; number 27, H, carries 0.1381; number 28, H, carries 0.1263; number 29, H, carries 0.1207; number 30, H, carries 0.0805; number 31, H, carries 0.0782; number 32, H, carries 0.0815; number 33, H, carries 0.0927; number 34, H, carries 0.0451; number 35, C, carries -0.0471; number 36, C, carries -0.4173; number 37, C, carries -0.2612; number 38, O, carries -0.1603; number 39, C, carries -0.0706; number 40, N, carries 0.0447; number 41, H, carries 0.0915; number 42, H, carries 0.0528; number 43, H, carries 0.0689; number 44, H, carries 0.1105; number 45, H, carries 0.1298; number 46, H, carries 0.1209; number 47, H, carries 0.0917; number 48, H, carries 0.0914; number 49, H, carries 0.0850; number 50, H, carries 0.0946; number 51, H, carries 0.0885; number 52, C, carries -0.0343; number 53, C, carries -0.4060; number 54, C, carries -0.2044; number 55, O, carries -0.1883; number 56, C, carries -0.1004; number 57, N, carries 0.0459; number 58, H, carries 0.0735; number 59, H, carries 0.0561; number 60, H, carries 0.0513; number 61, H, carries 0.1009; number 62, H, carries 0.1082; number 63, H, carries 0.1276; number 64, H, carries 0.0909; number 65, H, carries 0.0482; number 66, H, carries 0.0910; number 67, H, carries 0.0648; number 68, H, carries 0.0645; number 69, C, carries -0.0479; number 70, C, carries -0.3992; number 71, C, carries -0.1728; number 72, O, carries -0.1863; number 73, C, carries -0.1112; number 74, N, carries 0.0579; number 75, H, carries 0.0697; number 76, H, carries 0.0867; number 77, H, carries 0.0783; number 78, H, carries 0.1331; number 79, H, carries 0.1190; number 80, H, carries 0.1064; number 81, H, carries 0.0728; number 82, H, carries 0.0961; number 83, H, carries 0.0808; number 84, H, carries 0.0954; number 85, H, carries 0.0312; number 86, C, carries -0.0564; number 87, C, carries -0.4108; number 88, C, carries -0.2074; number 89, O, carries -0.2046; number 90, C, carries -0.0789; number 91, N, carries 0.0404; number 92, H, carries 0.0683; number 93, H, carries 0.0754; number 94, H, carries 0.0710; number 95, H, carries 0.1341; number 96, H, carries 0.1209; number 97, H, carries 0.1233; number 98, H, carries 0.0779; number 99, H, carries 0.0813

Model Q:
The following is a quantum chemistry calculation of a 10-piece molecular cluster, C32H90N6O14 overall, from the Open Molecules 2025 dataset.

ORCA input file:
```
! wB97M-V def2-TZVPD RIJCOSX def2/J DEFGRID3
* xyz 0 1
C 12.597 -1.121 -27.842
C 13.132 -0.792 -26.467
C 12.641 -1.622 -25.350
O 11.325 -1.163 -24.909
C 10.871 -1.914 -23.846
N 14.675 -0.844 -26.484
H 11.501 -1.236 -27.922
H 12.992 -2.054 -28.269
H 12.780 -0.357 -28.611
H 13.018 0.254 -26.163
H 13.262 -1.365 -24.459
H 12.697 -2.722 -25.400
H 10.010 -1.452 -23.391
H 11.690 -1.995 -23.084
H 10.741 -2.980 -24.114
H 15.045 -1.213 -27.351
H 15.021 -1.446 -25.726
C 15.290 -4.424 -24.471
C 16.645 -3.761 -24.203
C 16.479 -2.710 -23.150
O 15.688 -1.703 -23.686
C 15.518 -0.596 -22.860
N 17.567 -4.851 -23.706
H 14.957 -5.003 -23.605
H 15.290 -5.071 -25.359
H 14.455 -3.749 -24.677
H 17.045 -3.302 -25.120
H 17.485 -2.349 -22.881
H 15.988 -3.127 -22.261
H 16.306 0.138 -23.057
H 15.512 -0.886 -21.801
H 14.555 -0.140 -23.094
H 17.404 -5.745 -24.128
H 18.536 -4.570 -23.829
C 17.420 -1.352 -17.391
C 16.485 -2.359 -16.808
C 17.133 -3.221 -15.750
O 18.409 -3.647 -16.112
C 19.225 -3.934 -14.999
N 15.314 -1.681 -16.145
H 18.398 -1.809 -17.540
H 17.565 -0.542 -16.653
H 17.108 -0.818 -18.290
H 16.233 -3.059 -17.614
H 16.508 -4.114 -15.571
H 17.107 -2.664 -14.803
H 19.924 -4.713 -15.299
H 18.669 -4.394 -14.139
H 19.663 -3.062 -14.482
H 15.001 -1.047 -16.889
H 14.562 -2.335 -15.953
C 13.436 1.185 -15.204
C 13.962 2.266 -16.119
C 14.840 1.716 -17.181
O 15.588 2.719 -17.698
C 15.968 2.431 -19.000
N 12.780 2.917 -16.773
H 14.237 0.438 -15.045
H 12.585 0.671 -15.637
H 13.242 1.461 -14.165
H 14.485 3.022 -15.523
H 14.130 1.289 -17.912
H 15.416 0.892 -16.762
H 15.123 2.324 -19.694
H 16.546 1.490 -19.041
H 16.644 3.202 -19.364
H 13.145 3.408 -17.600
H 12.485 3.682 -16.159
C 12.127 -3.512 -15.763
C 11.021 -3.654 -14.729
C 10.820 -5.121 -14.366
O 9.885 -5.206 -13.411
C 9.613 -6.542 -12.959
N 11.193 -2.736 -13.638
H 11.758 -3.019 -16.664
H 12.520 -4.491 -16.048
H 12.881 -2.868 -15.324
H 10.070 -3.435 -15.229
H 11.796 -5.605 -14.123
H 10.587 -5.674 -15.301
H 9.367 -6.475 -11.899
H 10.480 -7.218 -13.009
H 8.809 -6.965 -13.571
H 11.911 -3.056 -12.982
H 10.357 -2.666 -13.064
C 9.706 1.151 -15.072
C 8.743 0.624 -16.125
C 7.570 -0.149 -15.547
O 6.868 -0.936 -16.559
C 5.683 -0.345 -17.019
N 8.219 1.853 -16.850
H 10.384 0.412 -14.569
H 9.208 1.465 -14.146
H 10.524 1.805 -15.390
H 9.203 -0.039 -16.877
H 6.966 0.502 -14.891
H 7.900 -0.939 -14.842
H 5.802 0.436 -17.769
H 5.051 -0.004 -16.195
H 5.126 -1.167 -17.484
H 9.057 2.367 -17.107
H 7.720 1.539 -17.678
C 11.802 -0.512 -20.275
C 10.549 -1.253 -20.451
O 9.912 -1.450 -19.166
O 12.712 -1.374 -19.564
H 11.719 0.445 -19.750
H 12.224 -0.320 -21.268
H 10.815 -2.277 -20.730
H 9.827 -0.810 -21.140
H 9.459 -0.642 -18.870
H 12.238 -1.630 -18.747
C 12.649 -5.916 -21.076
C 13.325 -4.704 -20.670
O 12.927 -3.698 -21.556
O 13.007 -6.355 -22.274
H 11.552 -5.864 -20.931
H 12.798 -6.746 -20.362
H 14.398 -4.786 -20.798
H 12.988 -4.478 -19.655
H 12.968 -2.846 -21.072
H 13.333 -5.635 -22.819
C 11.245 2.544 -21.997
C 9.826 2.464 -22.503
O 9.865 2.101 -23.893
O 11.205 2.827 -20.585
H 11.771 3.343 -22.551
H 11.882 1.680 -22.240
H 9.422 3.465 -22.369
H 9.362 1.647 -21.947
H 9.277 1.352 -24.008
H 11.901 3.471 -20.418
C 7.138 -0.566 -20.616
C 5.708 -0.223 -21.126
O 5.658 0.996 -21.885
O 7.657 0.410 -19.634
H 7.739 -0.708 -21.527
H 6.990 -1.534 -20.126
H 4.929 -0.339 -20.366
H 5.513 -1.104 -21.783
H 5.276 1.723 -21.387
H 7.292 1.228 -20.021
*
```

## Properties
SMILES: COC[C@H](C)N.COC[C@H](C)N.COC[C@H](C)N.COC[C@H](C)N.COC[C@H](C)N.COC[C@H](C)N.OCCO.OCCO.OCCO.OCCO
HOMO level: -0.329 Eh
HOMO-LUMO gap: 9.36 eV

Löwdin atomic charge list, values in e, 99 entries: number 1, C, carries -0.0696; number 2, C, carries -0.3910; number 3, C, carries -0.1913; number 4, O, carries -0.1810; number 5, C, carries -0.1370; number 6, N, carries 0.0471; number 7, H, carries 0.0809; number 8, H, carries 0.0785; number 9, H, carries 0.0770; number 10, H, carries 0.1374; number 11, H, carries 0.1071; number 12, H, carries 0.1275; number 13, H, carries 0.0707; number 14, H, carries 0.0722; number 15, H, carries 0.1020; number 16, H, carries 0.0502; number 17, H, carries 0.0299; number 18, C, carries -0.0483; number 19, C, carries -0.3937; number 20, C, carries -0.2334; number 21, O, carries -0.2261; number 22, C, carries -0.0976; number 23, N, carries 0.0402; number 24, H, carries 0.0645; number 25, H, carries 0.0877; number 26, H, carries 0.0543; number 27, H, carries 0.1401; number 28, H, carries 0.1350; number 29, H, carries 0.1278; number 30, H, carries 0.0957; number 31, H, carries 0.0913; number 32, H, carries 0.0779; number 33, H, carries 0.0550; number 34, H, carries 0.0671; number 35, C, carries -0.0653; number 36, C, carries -0.4239; number 37, C, carries -0.2478; number 38, O, carries -0.1845; number 39, C, carries -0.1177; number 40, N, carries 0.0648; number 41, H, carries 0.0801; number 42, H, carries 0.0928; number 43, H, carries 0.0651; number 44, H, carries 0.1371; number 45, H, carries 0.1317; number 46, H, carries 0.1260; number 47, H, carries 0.0862; number 48, H, carries 0.0910; number 49, H, carries 0.0923; number 50, H, carries 0.0522; number 51, H, carries 0.0355; number 52, C, carries -0.0701; number 53, C, carries -0.4166; number 54, C, carries -0.2862; number 55, O, carries -0.1430; number 56, C, carries -0.1116; number 57, N, carries 0.0389; number 58, H, carries 0.0626; number 59, H, carries 0.0623; number 60, H, carries 0.0813; number 61, H, carries 0.1428; number 62, H, carries 0.1354; number 63, H, carries 0.0998; number 64, H, carries 0.0893; number 65, H, carries 0.0836; number 66, H, carries 0.0913; number 67, H, carries 0.0663; number 68, H, carries 0.0763; number 69, C, carries -0.0460; number 70, C, carries -0.4475; number 71, C, carries -0.3094; number 72, O, carries -0.1666; number 73, C, carries -0.0711; number 74, N, carries 0.0488; number 75, H, carries 0.0702; number 76, H, carries 0.0785; number 77, H, carries 0.0489; number 78, H, carries 0.1400; number 79, H, carries 0.1306; number 80, H, carries 0.1340; number 81, H, carries 0.0860; number 82, H, carries 0.0875; number 83, H, carries 0.0907; number 84, H, carries 0.0859; number 85, H, carries 0.0738; number 86, C, carries -0.0756; number 87, C, carries -0.3970; number 88, C, carries -0.1815; number 89, O, carries -0.1789; number 90, C, carries -0.1407; number 91, N, carries 0.0507; number 92, H, carries 0.0731; number 93, H, carries 0.0819; number 94, H, carries 0.0487; number 95, H, carries 0.1207; number 96, H, carries 0.1291; number 97, H, carries 0.1259; number 98, H, carries 0.0615; number 99, H, carries 0.0873

Of them, the most stable is model P and the least stable is model Q.